No. 1
Entry from OMol25: a structure of composition C8H8N6Se4W (the ωB97M-V functional and the def2-TZVPD basis).

Atoms and positions in Å:
C (2.3178, 1.7353, -0.3262)
N (-2.2065, 0.4313, -0.3520)
Se (3.5077, -1.3657, 3.2276)
H (2.8748, 3.7862, -0.4933)
C (0.0450, 1.2511, -0.2753)
Se (5.0139, -2.0747, 1.5360)
H (-4.9861, -1.1785, -0.4003)
N (-2.6272, -1.9075, -0.2485)
C (0.7356, 3.5219, -0.4343)
Se (3.9087, -1.7888, -0.4661)
Se (1.3602, -1.8574, 2.4337)
H (0.5071, 4.5775, -0.4962)
H (-1.3339, 2.8578, -0.3756)
H (-4.6752, 0.5370, -0.5152)
H (-1.5820, -4.1158, -0.1623)
N (-4.3383, -0.4070, -0.4205)
C (-1.3403, -2.1126, -0.1480)
C (-3.0491, -0.6413, -0.3361)
N (1.3320, 0.8235, -0.2473)
N (-0.4098, -1.0793, -0.0979)
C (-0.2885, 2.5846, -0.3638)
W (1.6372, -1.2232, 0.1291)
H (3.3338, 1.3680, -0.3085)
H (0.0661, -3.6044, -0.1374)
N (-0.9047, -3.3739, -0.0625)
C (-0.9518, 0.1686, -0.2330)
C (2.0536, 3.0872, -0.4261)

Forces on the atoms, in the same order (eV/Å):
C 0.1378 0.1195 0.0148
N 0.1241 0.5292 -0.0106
Se 0.3741 -0.1766 -0.3385
H 0.0149 -0.0157 0.0079
C 0.0641 0.2629 -0.0685
Se -0.3220 -0.0366 0.4008
H -0.0450 -0.0076 -0.0305
N -0.3373 -0.0081 -0.0492
C 0.1008 -0.0102 0.0063
Se 0.4274 -0.0711 0.0844
Se 0.4139 0.1705 -0.5553
H -0.0040 -0.0024 -0.0187
H 0.0089 0.0315 -0.0095
H -0.0367 0.0222 0.0235
H -0.0119 0.0308 0.0221
N 0.0372 0.0492 0.0008
C 0.1916 0.0546 0.1040
C 0.1508 -0.3533 0.0709
N -0.1124 0.2200 -0.0016
N -1.2249 -0.5247 -0.3351
C -0.0179 -0.2169 0.0218
W 0.5409 0.1613 0.7389
H -0.0157 -0.0774 0.0131
H 0.2037 -0.1672 0.0149
N -0.1887 0.3321 -0.0459
C -0.3447 -0.3580 -0.0614
C -0.1287 0.0419 0.0006

Properties
⟨S²⟩: 2.453
E_tot, eV: -280563.7912
Frontier orbital gap (alpha / beta), eV: 5.91 / 6.50
2S+1: 3
Net charge: +2


No. 2
Entry from OMol25: the molecule C4H8O2 (the ωB97M-V functional and the def2-TZVPD basis).

Atoms and positions in Å:
C (1.6523, -1.1325, -0.5599)
O (0.4790, -0.9244, -1.3397)
C (0.8631, 0.0909, -0.4093)
H (0.4496, 1.2966, 1.2554)
H (1.5711, -1.9446, 0.1609)
C (-1.4485, 0.8193, 0.3987)
C (-0.0192, 0.4262, 0.7754)
H (-1.9415, 1.2435, 1.2796)
H (-1.4182, 1.6148, -0.3671)
H (-1.7686, -0.7426, -0.7013)
H (-0.0390, -0.3778, 1.5209)
H (1.2578, 0.9712, -0.9230)
H (2.6064, -1.0705, -1.0857)
O (-2.2445, -0.2700, -0.0049)

Forces on the atoms, in the same order (eV/Å):
C 0.2213 -0.0485 0.1393
O -0.2280 -0.0644 -0.0289
C 0.0807 0.3399 0.0990
H -0.0684 -0.1542 0.0136
H -0.0019 0.2217 0.0222
C 0.2055 0.3435 0.1769
C 0.1041 -0.0032 0.0291
H 0.0538 -0.0477 -0.1323
H -0.0470 -0.2011 0.0679
H -0.0487 0.0192 0.0693
H -0.0414 0.0151 -0.2258
H -0.0668 -0.1069 0.0775
H -0.2660 -0.1124 -0.0595
O 0.1028 -0.2010 -0.2482

Properties
E_tot, eV: -8371.1917
Frontier orbital gap, eV: 11.28
ΔE to the lowest compared entry with this formula, charge and spin, kcal per mole: 48.20


- Which formula does entry 1 have?
  C8H8N6Se4W


- What is the E_tot in the first record?
  -280563.7912 eV


Please write out number 2 again, unchanged.
Entry from OMol25: the molecule C4H8O2 (the ωB97M-V functional and the def2-TZVPD basis).

Atoms and positions in Å:
C (1.6523, -1.1325, -0.5599)
O (0.4790, -0.9244, -1.3397)
C (0.8631, 0.0909, -0.4093)
H (0.4496, 1.2966, 1.2554)
H (1.5711, -1.9446, 0.1609)
C (-1.4485, 0.8193, 0.3987)
C (-0.0192, 0.4262, 0.7754)
H (-1.9415, 1.2435, 1.2796)
H (-1.4182, 1.6148, -0.3671)
H (-1.7686, -0.7426, -0.7013)
H (-0.0390, -0.3778, 1.5209)
H (1.2578, 0.9712, -0.9230)
H (2.6064, -1.0705, -1.0857)
O (-2.2445, -0.2700, -0.0049)

Forces on the atoms, in the same order (eV/Å):
C 0.2213 -0.0485 0.1393
O -0.2280 -0.0644 -0.0289
C 0.0807 0.3399 0.0990
H -0.0684 -0.1542 0.0136
H -0.0019 0.2217 0.0222
C 0.2055 0.3435 0.1769
C 0.1041 -0.0032 0.0291
H 0.0538 -0.0477 -0.1323
H -0.0470 -0.2011 0.0679
H -0.0487 0.0192 0.0693
H -0.0414 0.0151 -0.2258
H -0.0668 -0.1069 0.0775
H -0.2660 -0.1124 -0.0595
O 0.1028 -0.2010 -0.2482

Properties
E_tot, eV: -8371.1917
Frontier orbital gap, eV: 11.28
ΔE to the lowest compared entry with this formula, charge and spin, kcal per mole: 48.20


- Which of these has the lowest E_tot?
  C8H8N6Se4W